Formula: C4H8OS
Source: the Open Molecules 2025 dataset
Level of theory: ωB97M-V with the def2-TZVPD basis set

Values from the calculation:
electronic energy	-17156.9247	eV
ΔE to the lowest compared entry with this formula, charge and spin	3.526	eV
E_LUMO	0.60	eV
SMILES	O=CCCCS
HOMO energy	-9.361	eV
HOMO-LUMO gap	9.96	eV

Element x y z (Å)
O1 3.0788 -0.9879 -0.2038
C1 2.2400 -0.2080 0.3798
C2 1.0219 0.4600 -0.1720
C3 -0.3461 -0.2040 0.1764
C4 -1.3852 0.4830 -0.1480
S1 -2.8561 -0.5962 0.1099
H1 2.2333 0.2380 1.5920
H2 1.1801 1.4620 0.2068
H3 1.1012 0.6378 -1.1995
H4 -0.3995 -1.1678 -0.6053
H5 -0.4425 -0.7181 1.1719
H6 -1.6070 0.7428 -1.2735
H7 -1.5446 1.3673 0.6303
H8 -2.2741 -1.5090 -0.6648

Formula: C4H8OS
Source: the Open Molecules 2025 dataset
Level of theory: ωB97M-V with the def2-TZVPD basis set

Values from the calculation:
electronic energy	-17156.2388	eV
ΔE to the lowest compared entry with this formula, charge and spin	4.211	eV
E_LUMO	0.37	eV
HOMO energy	-9.405	eV
HOMO-LUMO gap	9.78	eV

Element x y z (Å)
C1 -1.2982 -0.8273 -0.1674
C2 0.0094 -0.6482 0.4435
C3 1.1522 -0.6126 -0.2669
C4 2.5382 -0.3344 0.1727
H1 -3.4913 -0.4800 -0.1148
H2 -1.2422 -1.0363 -1.3092
H3 -1.6565 -1.7552 0.2022
H4 0.1697 -0.5829 1.5313
H5 1.1893 -1.0593 -1.3533
H6 3.2785 -0.9501 -0.4975
H7 2.4555 -0.5486 1.2999
H8 1.6057 1.4489 0.0607
O1 2.8407 1.1452 -0.1498
S1 -2.4652 0.6461 0.0180

Formula: C4H8OS2
Source: the Open Molecules 2025 dataset
Level of theory: ωB97M-V with the def2-TZVPD basis set

Values from the calculation:
electronic energy	-27990.9074	eV
ΔE to the lowest compared entry with this formula, charge and spin	4.793	eV
E_LUMO	-3.21	eV
HOMO energy	-9.222	eV
HOMO-LUMO gap	6.01	eV

Element x y z (Å)
C1 -1.3160 -0.1247 -0.1096
C2 -1.5100 1.3052 0.1113
O1 -2.5469 1.9932 0.2247
C3 -0.4544 -0.8914 0.9237
S1 -0.6568 -2.5876 0.2910
S2 1.8856 -1.4491 -1.0722
C4 2.1752 0.3238 -0.4943
H1 -2.3164 -0.5537 -0.2216
H2 -0.9935 -0.2713 -1.1816
H3 -0.5658 1.8475 -0.0308
H4 -0.8224 -1.1125 1.9497
H5 0.4621 -0.3875 1.1137
H6 2.8620 0.5659 0.2841
H7 1.2154 0.7723 -0.3222
H8 2.5819 0.5698 -1.4658

Formula: C4H8OS2
Source: the Open Molecules 2025 dataset
Level of theory: ωB97M-V with the def2-TZVPD basis set

Values from the calculation:
electronic energy	-27992.2732	eV
ΔE to the lowest compared entry with this formula, charge and spin	3.428	eV
E_LUMO	0.78	eV
HOMO energy	-8.414	eV
HOMO-LUMO gap	9.20	eV

Element x y z (Å)
C1 2.5880 -0.0004 -0.2822
C2 -0.0078 -0.4362 -0.5257
C3 -0.5189 0.8710 0.1527
C4 -2.4221 -0.2981 0.4553
H1 2.3405 1.0000 -0.1396
H2 3.8328 -0.0211 -0.2065
H3 2.2975 -0.3521 -1.3223
H4 0.2483 -0.5324 -1.5200
H5 -0.4719 0.3440 1.4147
H6 -0.0344 1.9013 0.0697
H7 -2.5664 -0.2326 1.5567
H8 -3.4166 -0.5873 -0.0925
O1 -1.8541 0.8711 -0.0290
S1 1.3550 -0.9475 0.6642
S2 -1.3700 -1.5796 -0.1955

Formula: C4H8OS2
Source: the Open Molecules 2025 dataset
Level of theory: ωB97M-V with the def2-TZVPD basis set

Values from the calculation:
electronic energy	-27992.5361	eV
ΔE to the lowest compared entry with this formula, charge and spin	3.165	eV
E_LUMO	-2.36	eV
HOMO energy	-9.266	eV
HOMO-LUMO gap	6.91	eV

Element x y z (Å)
C1 1.1685 0.3771 -0.5117
C2 2.6662 0.2303 -0.6666
O1 3.5323 0.8589 -1.2032
C3 0.3868 -0.8836 -0.1977
S1 -0.1464 -1.1704 1.5650
S2 -1.2920 1.3228 1.2086
C4 -2.6785 0.2838 0.4933
H1 1.2321 0.9679 0.4420
H2 0.7259 1.0252 -1.2687
H3 2.9944 -0.6704 -0.1112
H4 0.9623 -1.8046 -0.2744
H5 -0.4757 -0.9252 -0.8794
H6 -3.4033 0.9089 -0.0352
H7 -3.2210 0.1348 1.4499
H8 -2.4516 -0.6554 -0.0108

Formula: C4H8OSSi
Source: the Open Molecules 2025 dataset
Level of theory: ωB97M-V with the def2-TZVPD basis set

Values from the calculation:
electronic energy	-25038.2015	eV
ΔE to the lowest compared entry with this formula, charge and spin	0.362	eV
E_LUMO	0.49	eV
HOMO energy	-7.846	eV
HOMO-LUMO gap	8.34	eV

Element x y z (Å)
C1 1.2120 -1.1309 0.6445
C2 2.0969 -1.7444 1.4182
C3 0.0578 1.5752 -1.6475
C4 -2.1929 0.3359 0.4380
O1 0.6159 0.0243 0.9892
Si1 -0.4216 0.4199 -0.2488
S1 0.8068 -1.4932 -0.9680
H1 2.3677 -2.7218 1.0290
H2 2.5339 -1.4760 2.3740
H3 0.7290 1.1555 -2.2429
H4 -0.7428 1.9503 -2.2500
H5 0.5414 2.3883 -1.2216
H6 -2.6614 -0.6068 0.1201
H7 -2.1213 0.2558 1.5782
H8 -2.8214 1.0678 -0.0124